# 1
Below is a 6-piece molecular cluster, C20H56N4O6 overall, with properties calculated with the ωB97M-V functional and the def2-TZVPD basis.

Geometry as XYZ:
```
86
Properties=species:S:1:pos:R:3
C 7.55206 4.67656 8.25519
O 8.36591 4.91379 7.10705
C 8.05430 4.06330 5.91489
C 9.02636 4.47037 4.86408
C 8.95907 5.94882 4.58113
N 8.82960 3.73043 3.70067
H 6.51060 4.53796 7.96494
H 7.61208 5.42605 9.04435
H 7.78097 3.74482 8.77246
H 8.20903 3.00393 6.11957
H 7.01773 4.13558 5.58564
H 10.02290 4.11249 5.12278
H 7.93137 6.22540 4.34571
H 9.58937 6.20240 3.72876
H 9.23384 6.56299 5.43868
H 7.87191 3.69411 3.38190
H 9.24494 4.26225 2.94916
C 4.94311 0.78091 1.58839
O 4.56836 2.15573 1.51686
C 3.49614 2.28745 0.62625
C 2.91003 3.76067 0.60106
C 1.94000 3.99466 1.78238
N 2.02674 3.92916 -0.52271
H 4.10632 0.11473 1.79834
H 5.65106 0.65407 2.40743
H 5.34620 0.49894 0.61571
H 3.87388 2.11231 -0.38109
H 2.70130 1.57783 0.85600
H 3.65992 4.55166 0.61150
H 0.87654 3.78576 1.66608
H 2.01269 5.05941 2.00405
H 2.19025 3.59987 2.76706
H 2.60956 3.88512 -1.34641
H 1.79394 4.89364 -0.71160
C -2.10903 2.70114 9.96378
O -1.40333 3.72558 9.22064
C -2.29500 4.70279 8.57643
C -3.41304 4.11430 7.63435
C -2.86642 3.21208 6.52413
N -4.09461 5.16880 6.91737
H -1.36304 2.10417 10.48839
H -2.72802 2.12061 9.27972
H -2.71017 3.23800 10.69762
H -2.78706 5.28740 9.35373
H -1.55380 5.30171 8.04726
H -4.18885 3.69787 8.27684
H -3.62329 2.71338 5.91871
H -2.33348 2.39919 7.01736
H -2.28113 3.81105 5.82645
H -4.41434 5.72964 7.69412
H -4.98426 4.83824 6.57190
C -3.85401 -4.19259 3.04217
O -3.60366 -2.85338 3.14679
C -3.12328 -2.15497 1.96739
C -1.64265 -2.44536 1.83157
C -0.75389 -1.67073 2.82417
N -1.10262 -2.14101 0.55606
H -4.48950 -4.49010 2.20806
H -4.29278 -4.64839 3.92977
H -2.92041 -4.75411 3.00764
H -3.61300 -2.47572 1.04793
H -3.24962 -1.08249 2.11546
H -1.49092 -3.52324 1.88886
H -0.92928 -0.59598 2.77642
H 0.29165 -1.83859 2.56581
H -0.97163 -1.91447 3.86401
H -1.14720 -1.14248 0.41097
H -1.78692 -2.34422 -0.15846
C 2.70357 -0.30301 7.53503
C 2.78912 1.22862 7.41464
O 2.73332 1.70497 8.76246
H 2.88711 -0.80373 6.58440
H 1.78445 -0.58581 8.04821
H 3.44223 -0.68749 8.23835
H 2.02995 1.75516 6.83627
H 3.70799 1.56663 6.93556
H 1.82285 1.98323 8.88585
C -1.91613 -3.98913 9.75786
C -2.06395 -3.79284 8.29438
O -3.40445 -3.76545 7.90845
H -2.51461 -3.30210 10.35611
H -0.92542 -3.91630 10.20649
H -2.37006 -4.96867 9.90804
H -1.62806 -4.59404 7.69757
H -1.56993 -2.90200 7.90651
H -3.48345 -3.65668 6.95791
```

Properties
SMILES: COC[C@H](C)N.COC[C@H](C)N.COC[C@H](C)N.COC[C@H](C)N.CCO.CCO
HOMO energy: -9.204 eV
Lowest unoccupied orbital energy: 0.27 eV
Spin multiplicity: 1
ΔE to the lowest compared entry with this formula, charge and spin: 362.2 kJ/mol

Löwdin population analysis, charges in e, atoms 1 to 5: -0.117 -0.194 -0.154 -0.519 -0.056

***

# 2
Below is a 8-piece molecular cluster, C20H56N4O8 overall, with properties calculated with the ωB97M-V functional and the def2-TZVPD basis.

Geometry as XYZ:
```
88
Properties=species:S:1:pos:R:3
N -5.64322 -1.18616 -0.35376
C -6.44403 -1.73521 -1.31396
N -5.82231 -2.63181 -2.14456
O -7.64060 -1.48607 -1.40516
H -4.66883 -1.41254 -0.27973
H -6.09510 -0.73641 0.41990
H -4.83548 -2.82739 -2.13059
H -6.34187 -2.95918 -2.93747
N 3.23044 -2.40054 1.94128
C 2.25374 -2.19242 2.87215
N 2.10054 -0.90324 3.29687
O 1.49608 -3.09820 3.21295
H 3.18057 -3.32329 1.54965
H 3.91632 -1.70234 1.73657
H 1.45891 -0.73803 4.04718
H 2.64879 -0.18066 2.87025
C -4.64298 -1.46755 4.17836
C -3.32718 -0.76133 4.43316
C -3.48977 0.57430 5.13240
O -2.55115 -1.67669 5.23679
H -5.13552 -1.22641 3.22913
H -5.37969 -1.35975 4.97036
H -4.38819 -2.51211 3.97181
H -2.79943 -0.66512 3.47479
H -3.96773 1.28218 4.44913
H -2.55021 0.99944 5.48401
H -4.19119 0.45460 5.95990
H -1.73861 -1.20478 5.44756
C 3.99073 -0.60104 -1.22651
C 2.89503 -1.27358 -2.04795
C 2.60618 -0.55152 -3.34499
O 3.28596 -2.60959 -2.39555
H 4.11998 -1.09458 -0.26521
H 3.74985 0.45078 -1.06950
H 4.91526 -0.70984 -1.79727
H 1.98326 -1.37144 -1.44407
H 3.53644 -0.42318 -3.89828
H 2.09684 0.40660 -3.25924
H 1.93164 -1.20772 -3.90254
H 3.67985 -3.01248 -1.61652
C 3.75414 3.20616 1.07008
C 3.91222 4.67792 0.73329
C 3.51591 5.57830 1.91022
O 5.22737 4.94713 0.29495
H 4.43060 2.96911 1.90541
H 4.09706 2.57840 0.24547
H 2.75750 2.87272 1.35849
H 3.22233 4.88988 -0.08515
H 3.95430 6.56600 1.75335
H 3.84714 5.16973 2.86393
H 2.44064 5.76698 1.88823
H 5.85190 4.69391 0.98213
C 2.51675 4.58092 -2.86209
C 1.53251 3.64308 -2.18097
C 0.30769 3.41010 -3.06890
O 2.19933 2.40458 -1.95202
H 2.56907 4.37716 -3.93179
H 3.50213 4.56078 -2.40173
H 2.09819 5.58627 -2.74862
H 1.22740 4.12133 -1.23949
H -0.11131 4.35956 -3.39368
H -0.41472 2.78322 -2.54138
H 0.61997 2.76419 -3.89290
H 1.56131 1.72772 -1.68608
C 0.29028 1.10472 0.62028
C -0.27285 0.01735 -0.29160
C -1.81225 0.08942 -0.20918
O 0.09499 0.37167 -1.62921
H -0.26056 2.04182 0.59571
H 1.33793 1.25997 0.34404
H 0.36002 0.71487 1.63847
H 0.09441 -0.94594 0.07176
H -2.10711 0.31464 0.81955
H -2.36377 -0.72715 -0.67115
H -2.11138 1.01097 -0.71933
H -0.26766 -0.27437 -2.24450
C -2.33409 -5.43672 -2.81900
C -2.13239 -4.70570 -1.52704
C -1.21603 -3.50003 -1.59255
O -3.38931 -4.14168 -1.03159
H -2.86243 -6.38000 -2.67457
H -1.37667 -5.52063 -3.33142
H -3.02225 -4.89222 -3.47413
H -1.82180 -5.34124 -0.69326
H -0.23873 -3.71734 -2.02573
H -1.10653 -3.04499 -0.60802
H -1.66966 -2.69536 -2.18386
H -3.85488 -4.76290 -0.46580
```

Properties
SMILES: NC(N)=O.NC(N)=O.CC(C)O.CC(C)O.CC(C)O.CC(C)O.CC(C)O.CC(C)O
HOMO energy: -9.722 eV
Lowest unoccupied orbital energy: 0.11 eV
Spin multiplicity: 1
ΔE to the lowest compared entry with this formula, charge and spin: 54.1 kJ/mol

Löwdin population analysis, charges in e, atoms 1 to 5: 0.155 -0.680 0.151 0.013 0.071

***

# 3
Below is C20H56O12 as an isolated structure, with properties calculated with the ωB97M-V functional and the def2-TZVPD basis.

Geometry as XYZ:
```
88
Properties=species:S:1:pos:R:3
C -0.02199 -1.86573 -2.13707
C -1.52920 -2.16611 -2.06212
O -2.37407 -1.30654 -2.35745
C -1.90155 -3.57925 -1.48473
H 0.34150 -1.59370 -1.14613
H 0.09897 -0.99459 -2.78095
H 0.54682 -2.69209 -2.56333
H -2.93841 -3.71561 -1.17743
H -1.24515 -3.87094 -0.66489
H -1.76470 -4.24144 -2.33965
C -2.49443 -0.43864 -0.11634
C -3.99325 -0.51830 -0.29624
O -4.74317 0.43390 -0.15741
C -4.52025 -1.86697 -0.71314
H -2.09442 -1.39072 -0.46508
H -2.16039 -0.34602 0.91707
H -1.94768 0.29590 -0.70766
H -4.61264 -1.96754 -1.79455
H -5.47944 -2.01958 -0.21841
H -3.89823 -2.68873 -0.35830
C 0.47017 0.81816 -2.40299
C -0.09357 2.19619 -1.90207
O 0.64064 3.00694 -1.34999
C -1.55834 2.45027 -2.19509
H -0.07350 0.42738 -3.26312
H 0.34038 0.06307 -1.62770
H 1.47433 0.88831 -2.82114
H -1.82187 2.19092 -3.22047
H -1.86656 3.46884 -1.95930
H -2.14152 1.83338 -1.51139
C 2.90273 1.89176 -0.40931
C 3.26736 2.35813 -1.77409
O 3.82484 1.62245 -2.54401
C 2.90353 3.80439 -2.15117
H 2.10986 1.14525 -0.45587
H 2.59078 2.77139 0.15373
H 3.81485 1.51166 0.05076
H 1.93291 4.01299 -1.70118
H 2.75598 4.00012 -3.21326
H 3.77255 4.34421 -1.77499
C -0.85076 -3.69301 1.40413
O -1.17359 -2.51099 0.65607
H -0.56762 -3.50958 2.44061
H -1.68887 -4.38816 1.45351
H 0.02923 -4.14630 0.94778
H -1.48857 -1.85751 1.28483
C -1.59157 -1.05389 3.40928
O -2.20043 -1.43578 2.19607
H -2.10631 -0.20684 3.86276
H -1.53806 -1.87798 4.12070
H -0.57079 -0.70783 3.24687
H -3.14528 -1.55187 2.32001
C 2.05696 -3.16607 0.31625
O 2.12015 -2.78324 -1.02688
H 2.84668 -2.69238 0.89939
H 1.07641 -2.77860 0.59281
H 2.18264 -4.24243 0.43353
H 1.95525 -1.83910 -1.08174
C 0.24498 -0.39648 0.76613
O 0.73506 0.67826 0.01528
H 0.83804 -1.27621 0.51622
H 0.41242 -0.29364 1.83828
H -0.82186 -0.54510 0.59922
H 0.16583 1.43884 0.15349
C 1.95846 1.08025 2.67957
O 2.88293 1.92789 3.36380
H 1.82689 1.30212 1.62052
H 2.40777 0.08733 2.69775
H 1.02379 1.02060 3.23718
H 2.80236 1.74116 4.30201
C 2.65398 -0.46684 -1.85664
O 1.83809 -0.77281 -0.77827
H 3.45880 0.19482 -1.53637
H 3.10313 -1.31132 -2.37934
H 2.05614 0.04045 -2.61383
H 1.46203 0.04034 -0.43332
C -1.70568 1.39290 1.86845
O -0.45389 1.67377 2.39174
H -1.62459 1.19947 0.79882
H -2.13309 0.49944 2.32360
H -2.39698 2.21873 2.03643
H -0.09970 2.47940 2.00820
C 1.25134 3.76406 1.44213
O 0.07277 3.01597 1.16963
H 1.90981 3.14760 2.05407
H 1.71842 4.10202 0.51707
H 0.96848 4.69784 1.92809
H -0.41508 3.48761 0.49053
```

Properties
HOMO energy: -8.269 eV
Lowest unoccupied orbital energy: 0.20 eV
Spin multiplicity: 1
ΔE to the lowest compared entry with this formula, charge and spin: 2300.9 kJ/mol

Löwdin population analysis, charges in e, atoms 1 to 5: 0.005 -0.356 -0.001 0.003 0.075

***

# 4
Below is C20H57InN3Na4O11P as an isolated structure, with properties calculated with the ωB97M-V functional and the def2-TZVPD basis.

Geometry as XYZ:
```
97
Properties=species:S:1:pos:R:3
In 2.16235 -2.98521 2.52144
Na -0.14835 -2.05160 -1.05969
Na 2.77790 1.01016 0.51293
Na -2.04238 -1.85075 1.87815
Na 1.24316 1.28872 3.62981
P 0.19650 -0.22575 1.19607
O -1.08242 -0.51171 0.32344
O 0.05360 -0.98874 2.52989
O 0.61155 1.30427 1.32732
O 1.50719 -0.99146 0.65986
C 4.63460 -7.45466 0.86728
C 4.30323 -6.01469 1.18064
C 4.08279 -5.20292 -0.13848
O 3.85535 -3.86316 0.13000
C 3.85660 -2.94747 -0.94059
N 2.98996 -5.91388 1.85845
H 3.84005 -8.02310 0.37944
H 4.54921 -7.89816 1.86408
H 5.58954 -7.56294 0.35925
H 5.09930 -5.46536 1.68152
H 3.25912 -5.56684 -0.76172
H 5.01611 -5.28193 -0.70687
H 2.98651 -2.96245 -1.59830
H 4.78878 -3.10379 -1.48949
H 3.97567 -1.95578 -0.50444
H 2.38815 -6.62033 1.44081
H 3.10026 -6.34965 2.77403
C -4.27420 3.02331 0.36675
C -3.60394 1.75669 -0.20203
C -2.39742 2.19399 -1.15764
O -2.64268 3.05120 -2.19322
C -3.60959 2.55949 -3.12785
N -3.18953 0.92718 0.87100
H -5.23747 2.65301 0.72608
H -4.48454 3.73958 -0.42635
H -3.66812 3.46241 1.15919
H -4.45243 1.25370 -0.69372
H -1.83100 1.31540 -1.51474
H -1.65150 2.50851 -0.41966
H -4.57754 3.04634 -2.98843
H -3.70467 1.47353 -3.06315
H -3.34695 2.68291 -4.18115
H -2.79565 1.56951 1.56872
H -2.30187 0.52028 0.52256
C 0.57756 -0.80852 -4.26620
C 1.58460 -0.61696 -3.05979
C 2.81716 0.23123 -3.44951
O 3.73140 0.23283 -2.36810
C 4.85163 1.09965 -2.65496
N 0.87871 0.01281 -1.93210
H 1.10265 -1.31055 -5.07826
H 0.23482 0.16391 -4.62136
H -0.30716 -1.40013 -4.02832
H 1.95723 -1.62975 -2.89183
H 2.37791 1.22967 -3.55018
H 3.24054 -0.08379 -4.40390
H 4.51866 2.13643 -2.57469
H 5.18441 0.86142 -3.66418
H 5.61283 0.96389 -1.88969
H 1.01229 1.02201 -1.93512
H 1.26438 -0.21182 -1.01619
C -5.20984 -2.03292 -1.92342
C -4.26126 -2.02817 -0.79920
O -4.85997 -1.36864 0.34640
H -4.78340 -2.62725 -2.73340
H -5.35879 -1.00064 -2.24528
H -6.13740 -2.51122 -1.61549
H -3.23574 -1.70519 -0.99697
H -4.28412 -3.05021 -0.40254
H -4.26268 -0.64683 0.56901
C 2.35153 4.30490 -2.57396
C 1.39439 3.94044 -1.44449
O 1.84665 2.64690 -0.90974
H 3.25943 4.76934 -2.19426
H 1.86087 5.03882 -3.21609
H 2.54904 3.47692 -3.25247
H 0.36660 3.79018 -1.78452
H 1.34022 4.58878 -0.56949
H 1.24078 2.42061 -0.19300
C -2.48383 0.78189 6.39569
C -2.06108 0.04519 5.16711
O -0.63594 -0.00808 5.05357
H -2.75976 1.82141 6.20991
H -1.73184 0.62661 7.16761
H -3.43856 0.42872 6.79122
H -2.67657 0.39514 4.32977
H -2.30669 -1.01330 5.31732
H -0.48166 -0.53730 4.25886
C -1.84030 4.94503 3.13392
C -0.92106 4.10894 2.26733
O -1.35702 2.76510 2.22594
H -1.83851 4.55008 4.15084
H -2.86631 4.79998 2.79235
H -1.52746 5.98638 3.14382
H 0.06213 3.99980 2.74916
H -0.69262 4.60333 1.31771
H -0.72408 2.25503 1.68994
```

Properties
HOMO energy: -18.479 eV
Lowest unoccupied orbital energy: -16.67 eV
Spin multiplicity: 1
Charge: +4

Löwdin population analysis, charges in e, atoms 1 to 5: 1.189 0.567 0.554 0.624 0.679

***

# 5
Below is a 7-piece molecular cluster, C20H57N3O7 overall, with properties calculated with the ωB97M-V functional and the def2-TZVPD basis.

Geometry as XYZ:
```
87
Properties=species:S:1:pos:R:3
C -4.22553 -14.18282 -15.00528
O -3.85515 -14.92258 -16.19149
C -3.00915 -16.03363 -15.88308
C -1.53154 -15.66739 -15.49472
C -0.67875 -14.94116 -16.59398
N -0.76051 -16.82322 -15.04405
H -3.30789 -13.82236 -14.54041
H -4.77067 -14.72725 -14.23423
H -4.81268 -13.32265 -15.32696
H -3.44018 -16.53881 -15.01873
H -2.96754 -16.75370 -16.70031
H -1.59499 -15.06418 -14.58906
H 0.33793 -14.58757 -16.42248
H -1.28024 -14.10599 -16.95288
H -0.57499 -15.68929 -17.37988
H -1.24870 -17.33973 -14.32643
H 0.05264 -16.52462 -14.52470
C -2.73876 -12.02287 -18.76955
O -2.06286 -11.11860 -17.90766
C -0.70055 -10.99724 -18.22086
C -0.07853 -9.80551 -17.43160
C -0.82821 -8.50661 -17.74566
N 1.29802 -9.57524 -17.78472
H -2.64388 -11.70877 -19.80899
H -3.80726 -11.98875 -18.55684
H -2.40696 -13.05421 -18.64983
H -0.15473 -11.91912 -18.02007
H -0.62455 -10.74021 -19.27740
H -0.14473 -10.04114 -16.36944
H -0.30693 -7.70796 -17.21789
H -1.84862 -8.52141 -17.36272
H -0.78667 -8.24886 -18.80392
H 1.84372 -10.40182 -17.58704
H 1.24306 -9.58685 -18.79314
C 2.20077 -17.69617 -13.89197
O 1.57648 -16.50764 -13.58276
C 2.21639 -15.81523 -12.48829
C 1.44826 -14.62106 -11.95215
C 1.30814 -13.52922 -13.02302
N 2.14999 -14.08032 -10.80804
H 2.02585 -18.30526 -13.00512
H 3.27991 -17.64420 -14.03640
H 1.73534 -18.19761 -14.74052
H 2.45916 -16.48583 -11.66398
H 3.17836 -15.46716 -12.86451
H 0.45647 -15.01143 -11.72399
H 0.69268 -13.95698 -13.81443
H 2.29429 -13.36774 -13.45836
H 0.78047 -12.64060 -12.67656
H 2.91235 -13.53448 -11.18349
H 1.57757 -13.45073 -10.26392
C -0.07348 -9.30234 -10.97524
C 1.44542 -9.57200 -10.94551
O 1.80427 -10.44626 -9.81549
H -0.48284 -8.79962 -10.09901
H -0.60699 -10.24770 -11.07411
H -0.37842 -8.75192 -11.86528
H 2.01945 -8.64865 -10.86788
H 1.82841 -10.07997 -11.83059
H 2.76273 -10.50055 -9.81686
C -4.97960 -10.82954 -10.42758
C -5.57560 -11.21462 -11.83378
O -4.55436 -11.91220 -12.44694
H -4.16356 -10.13135 -10.61387
H -4.56910 -11.68314 -9.88816
H -5.69079 -10.29151 -9.80083
H -5.75256 -10.33715 -12.45575
H -6.49925 -11.79122 -11.78363
H -3.93439 -11.24849 -12.75797
C -1.03989 -11.34976 -14.17743
C -2.32829 -10.65832 -14.63121
O -2.86302 -10.06592 -13.53670
H -0.39430 -10.56824 -13.77677
H -0.55425 -11.80773 -15.03912
H -1.18351 -12.06252 -13.36537
H -2.97280 -11.39993 -15.10313
H -2.07978 -9.89859 -15.37227
H -3.26508 -9.25422 -13.85464
C -1.97708 -6.65549 -14.70206
C -3.52807 -6.41358 -14.67118
O -4.21785 -7.61357 -14.44541
H -1.43646 -5.82079 -15.14826
H -1.64768 -7.51405 -15.28727
H -1.54922 -6.89717 -13.72910
H -3.87256 -5.99042 -15.61477
H -3.73826 -5.73099 -13.84779
H -5.15537 -7.41221 -14.39951
```

Properties
SMILES: COC[C@H](C)N.COC[C@H](C)N.COC[C@H](C)N.CCO.CCO.CCO.CCO
HOMO energy: -8.601 eV
Lowest unoccupied orbital energy: 0.46 eV
Spin multiplicity: 1
ΔE to the lowest compared entry with this formula, charge and spin: 125.9 kJ/mol

Löwdin population analysis, charges in e, atoms 1 to 5: -0.091 -0.191 -0.178 -0.411 -0.040